1.
Density functional theory data (ωB97M-V/def2-TZVPD) for C15H21ClN2O3 in the gas phase.

Structure (XYZ):
```
42
Properties=species:S:1:pos:R:3:forces:R:3
O 0.62659 -2.54491 1.46358 -0.1608 -0.0879 0.3455
C 1.47017 -2.27212 0.63738 0.4884 -0.0210 -0.2097
C 2.96931 -2.48081 0.89632 -0.2034 -0.1899 0.3288
O 3.77900 -1.55264 0.21025 0.1296 0.2159 -0.1239
C 3.66218 -0.23227 0.53111 0.1215 0.1738 -0.0679
C 2.84970 0.28306 1.53412 0.0463 -0.2517 -0.0234
C 2.80589 1.64846 1.76432 0.0348 0.0654 -0.0219
C 3.56439 2.51779 1.00310 -0.0316 0.0511 0.0339
C 4.37639 2.02040 -0.00317 -0.0454 -0.1149 0.0200
C 4.42037 0.66001 -0.23661 -0.0769 -0.1816 0.0644
Cl 5.41429 0.02515 -1.50041 0.0984 0.0251 -0.1210
N 1.21068 -1.78756 -0.59013 0.0874 0.0250 -0.3959
C -0.10030 -1.32397 -0.98332 -0.1585 0.1786 0.1429
C -0.17719 0.20234 -0.91691 -0.3837 -0.1291 -0.1796
C -1.44304 0.80512 -1.55601 0.3662 0.0846 0.0883
N -2.71149 0.61633 -0.89489 -0.0986 -0.0928 0.0945
C -2.76865 1.03090 0.49276 -0.3912 0.0244 -0.0049
C -4.24216 1.15059 0.89163 0.3073 0.2389 0.1334
O -4.92682 -0.06566 0.70525 -0.0175 -0.1053 0.1368
C -4.83096 -0.49269 -0.63314 0.1567 -0.2706 -0.3093
C -3.36826 -0.66503 -1.05336 -0.3892 0.0975 0.0989
H 3.26322 -3.46064 0.50876 -0.0555 0.1175 0.0882
H 3.15229 -2.46512 1.97672 -0.1037 0.0383 -0.1380
H 2.24304 -0.37283 2.13748 -0.0677 -0.1009 0.0772
H 2.16864 2.02814 2.54812 -0.0602 0.0279 0.0739
H 3.52706 3.57999 1.18590 -0.0016 0.1043 0.0182
H 4.97376 2.68093 -0.61109 0.0729 0.0337 -0.0764
H 1.99076 -1.54442 -1.18358 0.0102 -0.0380 0.1594
H -0.31285 -1.67262 -1.99828 -0.0629 -0.0181 0.0658
H -0.80473 -1.78406 -0.28921 -0.0001 0.0110 -0.1729
H -0.09992 0.52143 0.12366 0.1056 0.0228 0.0429
H 0.68498 0.61527 -1.44907 0.0398 0.0466 0.0353
H -1.54720 0.42114 -2.57462 0.0256 0.0771 -0.0529
H -1.28713 1.88809 -1.62180 0.0432 -0.0653 -0.1153
H -2.28119 2.00219 0.59726 0.0249 0.0197 0.0591
H -2.27831 0.30570 1.16414 0.0354 0.0738 0.0102
H -4.34028 1.39687 1.95023 0.0183 0.0460 -0.0609
H -4.71328 1.93887 0.28477 0.0589 -0.0326 0.0695
H -5.36731 -1.44130 -0.69058 0.0172 0.0477 -0.0518
H -5.31100 0.24377 -1.29526 0.0422 -0.0839 0.0183
H -3.31865 -0.97061 -2.09988 -0.0047 -0.0451 -0.0154
H -2.92200 -1.45329 -0.42552 -0.0174 -0.0182 -0.0647
```
Forces are in eV/Å.

Summary:
Gap between HOMO and LUMO, eV: 9.1
Energy relative to the best compared isomer or geometry (same formula, charge and spin), kJ/mol: 230.1
Structure (SMILES): O=C(COc1ccccc1Cl)NCCCN1CCOCC1

2.
Density functional theory data (ωB97M-V/def2-TZVPD) for a molecular structure, C27H44Fe2O25 in a non-equilibrium geometry.

Structure (XYZ):
```
98
Properties=species:S:1:pos:R:3:forces:R:3
Fe 0.71982 3.55546 -1.15565 0.3373 0.0723 1.9708
Fe -4.62189 -2.38036 -1.06805 2.8323 2.7051 1.2889
C -0.88510 -0.22143 -1.57961 2.2490 3.1807 0.4294
C -0.50003 1.18985 -1.51412 -3.7632 -4.1287 2.0072
C -1.48574 2.08135 -0.70497 -2.8061 -3.2340 -1.6003
O -1.12445 3.20058 -0.41943 1.0989 2.5806 0.4761
C -2.84451 1.60946 -0.52043 2.2667 2.3489 0.2159
C -3.18121 0.33176 -0.74213 -3.2845 -1.4658 1.9458
C -2.14403 -0.63463 -1.19237 -0.4394 -2.1434 -3.5273
O -2.49116 -1.79722 -1.67449 -1.7674 0.7270 2.0120
O -4.40405 -0.06445 -0.41809 1.9693 -1.8039 -1.7877
O 0.49067 1.72024 -1.99912 2.2327 1.9559 -0.7610
H -0.18742 -0.91875 -2.01937 -0.1690 -0.0891 -0.1815
H -3.56257 2.33031 -0.15825 -0.0905 -0.0918 0.0389
C 4.02412 1.71830 -0.18958 0.2833 0.7832 -1.2668
O 3.54883 1.40381 1.09143 -1.6322 -0.4470 1.8918
C 2.31450 1.79506 1.48343 0.7604 0.6745 -0.4045
O 1.59549 2.49528 0.72736 0.2861 -1.1627 1.6153
O 2.09949 1.38880 2.77518 0.7432 0.7744 -3.1339
C 0.85940 1.59327 3.45142 -0.8251 -0.0164 0.5659
H 4.56428 2.66504 -0.18600 -0.1754 0.2081 0.2359
H 3.21613 1.78179 -0.91843 -0.0589 -0.1027 0.0563
H 4.75661 0.99641 -0.55071 -0.2977 -0.4141 0.5284
H 0.33512 0.64130 3.53487 0.1410 -0.0640 -0.2447
H 0.19062 2.33362 3.01243 0.3512 0.0427 -0.3540
H 1.08700 1.90053 4.47215 0.2363 0.0827 -0.1817
C -4.36659 -0.59239 6.58381 -1.2078 -1.9255 -0.7342
O -3.56055 0.16031 5.75947 2.3124 2.9583 -2.9709
C -3.84085 0.51469 4.46199 -3.1993 -0.3062 -1.1482
O -4.74225 0.09534 3.69927 2.5381 0.3430 2.5242
O -3.06267 1.54466 4.09892 1.6660 -0.3784 1.6660
C -3.18293 2.36067 2.95517 -1.1543 0.0922 -0.6303
H -4.41857 -1.54766 6.06147 -0.9092 -0.3631 0.3397
H -5.33473 -0.10101 6.68049 -0.0320 -0.3352 0.3245
H -3.87002 -0.82597 7.52560 0.0735 0.7285 -0.0785
H -2.26189 2.88754 2.70576 0.4547 -0.6166 0.4727
H -3.87919 3.17350 3.16162 -0.3595 -0.1844 0.0447
H -3.51621 1.81579 2.07192 -0.1014 -0.1496 0.1863
C 2.66744 0.43376 -3.62243 0.2920 -1.0499 0.1091
O 3.57606 -0.26236 -4.51870 -0.4329 2.2787 -0.4900
C 3.96912 -1.49798 -4.28759 -0.6390 -2.4568 1.0193
O 3.69085 -2.16414 -3.28886 0.6033 1.1354 -1.2813
O 4.61783 -1.92595 -5.37709 -0.6584 0.3993 0.4002
C 5.31101 -3.19011 -5.45787 0.6617 0.4911 -0.0810
H 3.07942 0.35145 -2.61665 -0.5745 -0.4340 0.1189
H 1.65712 0.06095 -3.79085 0.1229 -0.5725 0.5602
H 2.51710 1.50072 -3.78705 1.0296 0.0091 -0.9597
H 4.83719 -4.08435 -5.05299 -0.4016 0.5142 0.3074
H 6.28244 -3.00125 -5.00099 -0.0022 -0.4412 0.0995
H 5.46655 -3.33654 -6.52674 -0.0873 0.0451 0.1235
C -1.44104 5.87381 2.05487 -1.7622 -1.0969 0.2451
O -0.25006 6.57113 2.00509 2.0476 0.8281 -0.5423
C 0.65851 6.32103 1.08258 0.5909 1.6500 0.1934
O 0.62883 5.34524 0.30710 0.7237 1.0602 0.1888
O 1.56659 7.38597 1.16662 -2.4771 -2.4537 0.1718
C 2.67121 7.34241 0.29739 0.8983 -0.3708 -0.4535
H -2.17667 6.30104 1.37338 0.1881 -0.1168 -0.3384
H -1.87710 6.00830 3.04475 0.3752 -0.0002 0.0735
H -1.28854 4.81051 1.86987 -0.0818 0.0524 -0.1549
H 3.37575 6.60288 0.67792 -0.0778 -0.4369 -0.4839
H 3.25382 8.26304 0.33073 -0.7003 0.2950 0.1574
H 2.29211 7.17617 -0.71095 0.5151 -0.1759 -0.0952
C 1.70818 -1.49600 0.37048 -0.9515 0.4775 -0.1345
O 2.73516 -1.77051 1.26770 1.0049 -0.2261 -2.0279
C 2.45192 -1.90255 2.52857 0.0462 0.6968 1.1412
O 1.36418 -1.86466 3.04072 -0.5986 -0.1802 0.1176
O 3.61356 -1.95097 3.11857 1.4092 -0.5942 0.6868
C 3.73231 -2.13765 4.51342 -0.4689 0.2322 1.5296
H 1.14142 -0.66164 0.78366 -0.4754 0.0152 -0.0992
H 1.06511 -2.36457 0.22856 -0.1001 0.0233 -0.0188
H 2.09799 -1.17246 -0.59465 0.4406 -0.2886 0.1425
H 3.15925 -2.96973 4.92249 -0.0632 -0.2231 -0.5172
H 3.37917 -1.26816 5.06784 -0.1111 0.2586 -0.2473
H 4.77228 -2.26780 4.81277 0.0052 -0.0714 -0.6852
C 0.58318 -3.22254 -3.99768 -2.1295 -0.1083 1.4884
O 0.87794 -3.23523 -5.35835 2.1163 0.0918 -0.0917
C -0.16812 -3.09536 -6.14336 -1.9467 -0.7941 0.7299
O -1.27358 -2.75939 -5.77903 0.1536 0.5010 0.0398
O 0.11690 -3.57700 -7.31181 0.3858 -0.4276 -2.1449
C -0.94831 -3.69675 -8.27114 -0.7333 0.2804 -0.7712
H 1.35213 -3.45306 -3.26034 0.7589 0.3005 -1.0269
H -0.19160 -3.97147 -3.83365 -0.0991 -0.2521 0.1083
H 0.05358 -2.30343 -3.74696 0.3275 0.2893 0.1558
H -0.60102 -4.11980 -9.21375 0.7536 -0.1444 0.4668
H -1.37885 -2.74242 -8.57444 0.1725 0.2641 0.5202
H -1.77762 -4.32860 -7.95318 0.2623 0.0101 0.5624
C -1.56396 -1.47850 1.99021 -0.5942 -0.3110 0.7934
O -2.17101 -2.74619 2.45058 -1.8630 -0.2581 -1.6957
C -3.31032 -3.24243 1.83957 2.8173 0.2309 2.4941
O -3.78965 -2.83507 0.80199 -0.8861 0.4396 -1.5850
O -3.73807 -4.23469 2.57021 0.0574 -0.1646 -0.3301
C -4.86835 -5.02945 2.17649 -1.2384 0.1950 -0.1426
H -0.91319 -1.57283 1.12090 -0.4074 -0.4088 -0.0299
H -0.93536 -1.18535 2.83106 -0.0935 -0.1876 -0.1183
H -2.35387 -0.73706 1.87016 -0.0424 -0.0382 -0.2412
H -4.79205 -6.03458 2.59122 0.4707 0.2882 -0.0350
H -5.06368 -5.07645 1.10517 0.7399 -0.0528 -0.1483
H -5.78480 -4.58254 2.56183 0.1677 0.1479 0.3955
```
Forces are in eV/Å.

Summary:
Gap between HOMO and LUMO (spin up / spin down), eV: 6.4 / 6.2
Spin multiplicity: 9
Charge: +2

3.
Density functional theory data (ωB97M-V/def2-TZVPD) for C6H7NO2 in the gas phase in a non-equilibrium geometry.

Structure (XYZ):
```
16
Properties=species:S:1:pos:R:3:forces:R:3
O 0.83901 -2.20720 0.06765 -0.1891 -0.5040 0.2408
C 0.81822 -0.94713 -0.49151 0.5325 2.1633 1.1295
C 1.16049 0.34799 0.52932 -0.7709 -1.6881 -1.7335
O 2.27108 1.11951 0.26045 0.4400 0.3095 0.0203
C -0.20990 0.96506 0.15277 -0.2746 -0.6598 0.4068
C -1.51715 0.62487 0.87003 0.3314 -0.0074 -0.0069
C -1.79678 -0.42539 0.11096 0.2155 -0.1796 0.0163
C -0.55765 -0.29135 -0.77194 0.0121 -0.0057 0.6365
N -0.33957 1.02095 -1.27006 0.3031 0.6079 -1.0032
H 0.25195 -2.24261 0.83207 0.0478 0.0652 -0.0510
H 1.45297 -0.96139 -1.37675 -0.0251 0.0159 0.0244
H 1.20902 0.01799 1.56451 -0.0721 -0.0424 0.0007
H 2.17280 1.49030 -0.62544 -0.0621 -0.0382 0.0475
H -1.98763 1.13181 1.69093 -0.2608 0.1126 0.1692
H -2.59268 -1.14387 0.04975 -0.3096 -0.0575 -0.0077
H -1.17416 1.50046 -1.59273 0.0818 -0.0915 0.1104
```
Forces are in eV/Å.

Summary:
Gap between HOMO and LUMO, eV: 8.8
Energy relative to the best compared isomer or geometry (same formula, charge and spin), kJ/mol: 485.0
Structure (SMILES): O[C@@H]1[C@@H](O)[C@]23C=C[C@]12N3

4.
Density functional theory data (ωB97M-V/def2-TZVPD) for C22H25N3O3S in the gas phase.

Structure (XYZ):
```
54
Properties=species:S:1:pos:R:3:forces:R:3
O 0.40055 0.41719 -0.02962 -0.1412 -0.2307 0.2545
C 0.98234 1.19390 -0.76786 0.1895 0.5036 -0.4417
C 0.54359 1.43062 -2.20798 -0.2264 -0.3232 0.0856
C -0.76105 0.69589 -2.50446 -0.0525 0.2509 0.0738
S -2.18489 1.38878 -1.61784 -0.1089 -0.0790 0.0250
C -2.59580 -0.19525 -0.89322 -0.1261 0.8548 -0.3361
N -3.59224 -0.49405 -0.19349 0.3555 -0.8703 0.0955
C -4.54787 0.37585 0.29376 -0.3013 0.4441 0.1092
C -5.88158 -0.02987 0.24982 0.0871 0.0867 -0.0602
C -6.86930 0.78227 0.76936 -0.0656 0.0222 -0.0110
C -6.54161 1.99473 1.35553 -0.0707 0.1043 0.0699
C -5.21618 2.39019 1.42140 -0.0965 0.1160 0.0222
C -4.22023 1.59140 0.89327 0.0361 -0.1381 -0.0690
N -1.67794 -1.13948 -1.27618 -0.0598 -0.5308 -0.1322
C -1.72502 -2.46463 -0.68723 0.0250 -0.2422 0.1281
C -1.27731 -2.44814 0.78344 0.0774 -0.2167 0.0273
C -0.13121 -3.41862 1.07441 0.2155 0.3108 -0.0851
C 1.20822 -2.97755 0.47029 -0.2015 -0.5529 -0.0593
O 1.72286 -1.81654 1.07604 -0.0992 0.4526 0.2151
C -0.65292 -0.76291 -2.08414 -0.1004 0.1462 -0.3517
O 0.22248 -1.49761 -2.47657 0.1921 0.0143 -0.0724
N 2.05317 1.90766 -0.39889 0.1675 0.2449 0.0527
C 2.73591 1.75239 0.87650 0.0675 -0.0438 0.0990
C 4.15542 1.30372 0.64608 0.0167 0.0565 0.0782
C 5.15334 2.24129 0.41078 -0.0743 -0.0299 0.0467
C 6.44968 1.83372 0.14980 0.1001 0.0570 -0.0616
C 6.75638 0.48393 0.11677 0.0842 0.0023 -0.0201
C 5.76453 -0.45436 0.34802 0.0136 -0.0371 -0.0193
C 4.46699 -0.04955 0.61039 -0.0006 0.0260 0.0406
H 0.43003 2.49882 -2.40094 0.0813 -0.0276 -0.0192
H 1.32116 1.03045 -2.86487 -0.0084 0.0678 0.0037
H -0.97232 0.74442 -3.57699 0.0895 -0.1469 0.1356
H -6.12417 -0.97616 -0.20914 0.0154 -0.1119 -0.0049
H -7.90152 0.46694 0.72175 -0.0756 -0.0236 -0.0043
H -7.31642 2.62556 1.76520 -0.0551 0.0444 0.0418
H -4.95497 3.32935 1.88720 0.0168 0.0693 0.0447
H -3.18473 1.89014 0.96020 0.1004 0.0143 0.0415
H -2.75103 -2.82566 -0.77702 0.1228 -0.0109 -0.0273
H -1.06215 -3.08757 -1.29127 -0.1170 0.0626 0.0247
H -0.96126 -1.43616 1.04205 -0.0891 0.0174 0.0719
H -2.12620 -2.69085 1.42278 -0.0090 0.0908 0.0086
H -0.37979 -4.41107 0.69384 -0.0206 -0.1139 0.0102
H -0.00262 -3.49153 2.15619 0.0284 -0.1040 0.0127
H 1.11289 -2.82958 -0.61272 0.0190 -0.0758 0.0481
H 1.95435 -3.75826 0.64597 -0.0877 0.0131 -0.0952
H 1.16614 -1.06714 0.80690 0.1485 -0.0103 0.0110
H 2.51459 2.49081 -1.08044 -0.1201 -0.1020 -0.0536
H 2.71490 2.71101 1.40628 -0.0185 -0.1596 0.0227
H 2.18233 1.00845 1.45116 0.0384 0.1581 -0.0094
H 4.91678 3.29648 0.44053 -0.0221 0.1214 0.0354
H 7.22030 2.56979 -0.02716 0.0635 0.0517 -0.0094
H 7.76813 0.16546 -0.08686 0.0803 -0.0269 -0.0097
H 6.00135 -1.50750 0.32468 0.0200 -0.0991 0.0046
H 3.69390 -0.78116 0.79447 -0.1041 -0.0966 0.0118
```
Forces are in eV/Å.

Summary:
Gap between HOMO and LUMO, eV: 8.6
Energy relative to the best compared isomer or geometry (same formula, charge and spin), kJ/mol: 45.3
Structure (SMILES): O=C(C[C@@H]1S/C(=N\c2ccccc2)N(CCCCO)C1=O)NCc1ccccc1

Total energy values (in eV) by entry order: -37540.6962; -148655.1891; -11915.4049; -44669.5262.